# 1
ORCA calculation (the ωB97M-V functional and the def2-TZVPD basis) on C37H36N2O6 in the gas phase.

Element x y z (Å)
C  -1.77  -4.55  5.87
O  -2.60  -3.57  5.33
C  -2.10  -2.74  4.37
C  -0.79  -2.77  3.90
C  -0.40  -1.87  2.92
C  -1.27  -0.93  2.39
C  -0.74  0.00  1.32
C  -1.71  1.12  0.92
C  -1.07  1.99  -0.14
O  -1.21  1.75  -1.33
N  -0.32  3.05  0.27
C  0.11  3.36  1.61
C  1.64  3.16  1.73
N  2.33  3.97  0.75
C  2.71  5.27  1.09
C  2.57  6.35  0.21
C  3.03  7.61  0.55
C  3.63  7.84  1.78
C  3.78  6.78  2.65
C  3.34  5.52  2.31
C  1.87  3.66  -0.58
C  0.35  3.86  -0.72
C  -0.37  -0.80  0.09
C  0.92  -0.78  -0.43
O  1.83  -0.01  0.23
C  3.18  -0.03  -0.20
C  1.24  -1.54  -1.56
C  0.29  -2.30  -2.21
O  0.56  -3.08  -3.28
C  1.85  -3.09  -3.83
C  -1.04  -2.30  -1.73
C  -2.13  -3.02  -2.36
C  -1.98  -3.66  -3.68
C  -2.09  -5.04  -3.81
C  -2.00  -5.62  -5.06
C  -1.80  -4.84  -6.18
C  -1.70  -3.46  -6.06
C  -1.79  -2.87  -4.81
C  -3.33  -3.06  -1.74
C  -3.59  -2.36  -0.50
O  -4.63  -2.36  0.11
O  -2.56  -1.61  -0.01
C  -1.33  -1.58  -0.56
C  -2.58  -0.91  2.87
C  -2.98  -1.80  3.85
H  -1.41  -5.25  5.11
H  -0.90  -4.11  6.39
H  -2.37  -5.09  6.60
H  -0.08  -3.48  4.27
H  0.62  -1.91  2.56
H  0.18  0.45  1.70
H  -2.01  1.70  1.80
H  -2.60  0.68  0.47
H  -0.12  4.41  1.82
H  -0.39  2.73  2.35
H  1.87  2.11  1.52
H  1.96  3.41  2.74
H  2.10  6.22  -0.75
H  2.90  8.42  -0.15
H  3.97  8.82  2.04
H  4.25  6.93  3.61
H  3.50  4.70  3.01
H  2.08  2.60  -0.75
H  2.42  4.24  -1.32
H  0.09  4.91  -0.55
H  0.01  3.55  -1.70
H  3.60  -1.03  -0.13
H  3.71  0.64  0.49
H  3.28  0.35  -1.22
H  2.25  -1.53  -1.93
H  1.80  -3.76  -4.68
H  2.15  -2.09  -4.16
H  2.59  -3.47  -3.11
H  -2.25  -5.64  -2.93
H  -2.08  -6.70  -5.16
H  -1.72  -5.30  -7.16
H  -1.56  -2.85  -6.93
H  -1.71  -1.80  -4.70
H  -4.17  -3.59  -2.17
H  -3.30  -0.21  2.48
H  -4.00  -1.79  4.21

HOMO = -7.72 eV
E_LUMO = 0.317 eV
orbital gap = 8.0 eV
structure (SMILES) = COc1ccc([C@H](CC(=O)N2CCN(c3ccccc3)CC2)c2c(OC)cc(OC)c3c(-c4ccccc4)cc(=O)oc23)cc1
molecular weight = 604.703 g mol⁻¹
total charge = 0



# 2
ORCA calculation (the ωB97M-V functional and the def2-TZVPD basis) on a molecular structure, C37H36N4P2S3V.

Element x y z (Å)
V  0.15  0.16  0.16
S  2.31  0.87  -0.82
P  1.51  2.43  0.15
C  -0.14  2.22  0.56
P  -1.32  2.28  -0.69
S  -2.28  0.52  -0.62
C  -1.08  2.77  -2.44
C  0.16  2.70  -3.06
C  0.32  3.23  -4.33
C  -0.75  3.82  -4.98
C  -2.00  3.82  -4.38
C  -2.17  3.30  -3.12
C  -2.40  3.63  -0.10
C  -2.01  4.93  -0.38
C  -2.57  5.99  0.32
C  -3.51  5.74  1.31
C  -3.90  4.44  1.59
C  -3.35  3.39  0.89
C  2.02  4.01  -0.60
C  1.39  5.15  -0.13
C  1.71  6.39  -0.66
C  2.67  6.48  -1.65
C  3.30  5.34  -2.12
C  2.98  4.10  -1.60
C  2.31  2.45  1.79
C  1.56  2.80  2.91
C  2.11  2.64  4.17
C  3.40  2.15  4.31
C  4.15  1.84  3.19
C  3.61  1.99  1.93
H  1.00  2.25  -2.55
H  1.29  3.19  -4.80
H  -0.61  4.27  -5.95
H  -2.85  4.25  -4.90
H  -3.14  3.31  -2.64
H  -1.26  5.11  -1.14
H  -2.25  7.00  0.10
H  -3.93  6.56  1.87
H  -4.63  4.26  2.37
H  -3.65  2.36  1.08
H  0.64  5.05  0.65
H  1.21  7.28  -0.30
H  2.93  7.45  -2.06
H  4.04  5.42  -2.90
H  3.46  3.20  -1.97
H  0.55  3.17  2.77
H  1.52  2.88  5.05
H  3.81  2.00  5.30
H  5.15  1.45  3.30
H  4.17  1.72  1.05
C  -1.93  -4.92  0.16
C  -0.85  -3.91  -0.01
C  0.52  -4.06  -0.04
C  1.04  -2.76  -0.17
N  0.05  -1.88  -0.23
N  -1.09  -2.58  -0.12
C  2.47  -2.36  -0.22
H  -1.51  -5.92  0.12
H  -2.69  -4.82  -0.61
H  -2.42  -4.79  1.13
H  1.07  -4.97  0.03
H  -1.98  -2.11  -0.18
H  3.11  -3.23  -0.07
H  2.68  -1.62  0.55
H  2.70  -1.91  -1.19
N  -1.79  0.69  2.66
C  -0.68  0.26  3.29
S  0.58  -0.42  2.41
N  -0.70  0.39  4.64
C  0.17  -0.04  5.65
C  1.13  -1.03  5.48
C  1.92  -1.40  6.55
C  1.78  -0.80  7.79
C  0.82  0.18  7.96
C  0.01  0.56  6.90
H  -1.78  0.69  1.64
H  -2.42  1.35  3.11
H  -1.47  0.94  5.00
H  1.24  -1.51  4.52
H  2.66  -2.18  6.41
H  2.41  -1.09  8.61
H  0.69  0.66  8.92
H  -0.75  1.32  7.04

expectation value of S² = 0.76
HOMO (spin up / spin down) = -5.95 / -5.45 eV
E_LUMO (spin up / spin down) = 0.321 / 0.321 eV
orbital gap (spin up / spin down) = 6.3 / 5.8 eV
molecular weight = 745.816 g mol⁻¹
total charge = 0
spin multiplicity = 2



# 3
ORCA calculation (the ωB97M-V functional and the def2-TZVPD basis) on a molecular structure, C37H37ClF5N3O2ReSe.

Element x y z (Å)
Re  -0.13  0.00  -0.11
C  0.91  2.99  3.10
C  2.07  3.00  2.10
C  2.79  1.65  2.06
C  1.74  3.49  0.70
C  2.58  4.46  0.16
C  2.39  4.97  -1.11
C  1.33  4.51  -1.87
C  0.46  3.55  -1.38
C  -0.70  3.11  -2.25
C  -0.19  2.52  -3.57
C  -1.67  4.27  -2.50
C  0.68  3.03  -0.10
N  -0.24  2.02  0.36
C  -1.39  2.50  0.92
O  -1.65  3.65  1.20
C  -2.43  1.41  1.11
C  -3.68  1.58  1.66
C  -4.54  0.49  1.68
C  -4.15  -0.73  1.13
C  -2.88  -0.82  0.58
N  -2.07  0.23  0.61
C  -2.31  -2.02  -0.14
O  -2.97  -3.03  -0.26
N  -1.06  -1.77  -0.64
C  -0.55  -2.79  -1.52
C  -0.98  -2.77  -2.85
C  -0.52  -3.75  -3.72
C  0.34  -4.74  -3.27
C  0.75  -4.75  -1.96
C  0.33  -3.77  -1.06
C  0.79  -3.84  0.38
C  2.30  -4.09  0.48
C  0.01  -4.91  1.14
C  -1.93  -1.72  -3.39
C  -3.26  -2.35  -3.80
C  -1.30  -0.93  -4.54
H  1.32  2.91  4.11
H  0.33  3.91  3.04
H  0.24  2.15  2.95
H  2.79  3.72  2.48
H  2.11  0.84  1.79
H  3.60  1.66  1.32
H  3.22  1.43  3.04
H  3.40  4.82  0.77
H  3.07  5.72  -1.50
H  1.17  4.92  -2.86
H  -1.25  2.32  -1.73
H  0.33  3.26  -4.16
H  0.49  1.69  -3.39
H  -1.03  2.14  -4.17
H  -1.18  5.07  -3.05
H  -2.52  3.93  -3.08
H  -2.03  4.68  -1.55
H  -3.95  2.55  2.05
H  -5.52  0.58  2.12
H  -4.80  -1.59  1.09
H  -0.84  -3.75  -4.75
H  0.69  -5.51  -3.96
H  1.43  -5.52  -1.61
H  0.58  -2.88  0.86
H  2.56  -5.09  0.15
H  2.86  -3.37  -0.12
H  2.62  -3.99  1.51
H  0.20  -5.90  0.73
H  0.30  -4.92  2.19
H  -1.07  -4.72  1.08
H  -2.14  -1.01  -2.58
H  -3.11  -3.05  -4.63
H  -3.71  -2.89  -2.97
H  -3.96  -1.58  -4.14
H  -1.11  -1.58  -5.39
H  -1.97  -0.14  -4.87
H  -0.36  -0.49  -4.24
Cl  1.93  -0.26  -1.05
F  4.34  -0.04  6.29
C  3.31  -0.21  5.48
C  2.08  0.32  5.80
F  1.93  1.01  6.93
C  1.01  0.14  4.94
F  -0.16  0.68  5.28
C  1.14  -0.58  3.76
Se  -0.34  -0.80  2.62
C  2.39  -1.10  3.46
F  2.58  -1.78  2.34
C  3.47  -0.92  4.30
F  4.66  -1.43  3.99

expectation value of S² = 3.99
HOMO (spin up / spin down) = -8.38 / -8.84 eV
energy relative to the best compared isomer or geometry (same formula, charge and spin) = 61.5 kJ/mol
E_LUMO (spin up / spin down) = -2.774 / -1.927 eV
orbital gap (spin up / spin down) = 5.6 / 6.9 eV
molecular weight = 951.332 g mol⁻¹
total charge = 0
spin multiplicity = 4



# 4
ORCA calculation (the ωB97M-V functional and the def2-TZVPD basis) on a molecular structure, C37H37FN2PPtS3.

Element x y z (Å)
Pt  -0.06  -1.08  -0.99
N  -0.85  -2.97  -0.71
C  -1.80  -3.06  0.37
C  -3.01  -3.71  0.24
C  -3.87  -3.71  1.34
C  -3.52  -3.07  2.51
C  -2.31  -2.40  2.62
C  -1.44  -2.39  1.54
P  0.12  -1.46  1.40
C  1.43  -2.65  1.78
C  1.13  -4.00  1.96
C  2.14  -4.90  2.28
C  3.44  -4.46  2.43
C  3.74  -3.11  2.26
C  2.75  -2.21  1.94
C  0.11  -0.31  2.79
C  -0.06  1.06  2.63
C  -0.09  1.90  3.75
C  0.05  1.36  5.02
C  0.23  -0.01  5.18
C  0.27  -0.84  4.08
H  -0.04  -3.57  -0.55
H  -1.25  -3.24  -1.61
H  -3.28  -4.21  -0.68
H  -4.83  -4.22  1.26
H  -4.21  -3.07  3.35
H  -2.06  -1.87  3.53
H  0.11  -4.35  1.87
H  1.90  -5.94  2.42
H  4.22  -5.16  2.68
H  4.76  -2.77  2.39
H  3.00  -1.16  1.81
H  -0.15  1.49  1.65
H  -0.23  2.96  3.61
H  0.01  2.01  5.88
H  0.36  -0.42  6.17
H  0.44  -1.90  4.21
S  1.70  -3.10  -4.60
C  1.07  -2.31  -3.36
S  -0.43  -1.41  -3.26
S  1.83  -2.11  -1.80
C  -2.88  1.88  -0.02
C  -3.01  1.16  -1.36
C  -3.05  -0.35  -1.18
C  -2.00  1.65  -2.40
C  -2.59  2.40  -3.42
C  -1.85  3.04  -4.39
C  -0.47  2.93  -4.34
C  0.19  2.20  -3.36
C  1.72  2.23  -3.59
C  2.50  0.96  -3.33
C  2.44  3.44  -2.96
C  -0.59  1.55  -2.36
N  0.07  0.90  -1.24
C  0.82  1.80  -0.46
C  0.33  3.11  -0.28
C  0.98  4.03  0.52
C  2.16  3.69  1.17
C  2.67  2.41  1.00
C  2.00  1.51  0.22
F  2.56  0.30  0.09
H  -3.77  1.73  0.59
H  -2.74  2.96  -0.16
H  -2.02  1.51  0.54
H  -3.99  1.43  -1.77
H  -2.03  -0.65  -0.91
H  -3.31  -0.88  -2.10
H  -3.72  -0.67  -0.38
H  -3.67  2.48  -3.44
H  -2.33  3.63  -5.15
H  0.12  3.43  -5.10
H  1.78  2.41  -4.66
H  2.60  0.74  -2.27
H  3.51  1.08  -3.73
H  2.05  0.10  -3.83
H  2.59  3.33  -1.89
H  1.90  4.37  -3.14
H  3.42  3.53  -3.42
H  -0.59  3.39  -0.77
H  0.56  5.02  0.63
H  2.69  4.41  1.78
H  3.60  2.10  1.47

HOMO (spin up / spin down) = -10.30 / -10.31 eV
energy relative to the best compared isomer or geometry (same formula, charge and spin) = 56.2 kJ/mol
E_LUMO (spin up / spin down) = -4.607 / -4.604 eV
orbital gap (spin up / spin down) = 5.7 / 5.7 eV
molecular weight = 850.968 g mol⁻¹
total charge = +1



# 5
ORCA calculation (the ωB97M-V functional and the def2-TZVPD basis) on a molecular structure, C37H37IrN9O2.

Element x y z (Å)
Ir  0.10  -0.48  -0.03
C  4.74  -2.71  1.65
C  3.63  -3.03  0.86
C  2.60  -2.14  0.73
C  2.64  -0.90  1.40
C  3.75  -0.59  2.21
C  4.79  -1.49  2.32
N  1.60  -0.04  1.27
N  1.60  1.10  1.89
C  0.46  1.73  2.13
C  0.42  2.88  2.94
C  -0.79  3.45  3.24
C  -1.96  2.87  2.72
C  -1.85  1.76  1.90
N  -0.69  1.21  1.60
H  5.56  -3.41  1.74
H  3.59  -3.99  0.37
H  1.73  -2.39  0.13
H  3.77  0.37  2.71
H  5.64  -1.24  2.93
H  1.35  3.27  3.33
H  -0.86  4.32  3.88
H  -2.93  3.27  2.95
H  -2.73  1.30  1.47
C  -1.40  -2.62  3.54
C  -2.20  -3.60  2.98
C  -2.31  -3.67  1.60
C  -1.63  -2.75  0.81
N  -0.85  -1.79  1.37
C  -0.74  -1.75  2.69
C  -1.77  -2.70  -0.66
C  -2.38  -3.72  -1.39
C  -2.57  -3.55  -2.76
C  -2.16  -2.37  -3.35
C  -1.52  -1.42  -2.56
N  -1.30  -1.58  -1.26
H  -1.28  -2.54  4.60
H  -2.74  -4.30  3.60
H  -2.92  -4.43  1.15
H  -0.10  -0.98  3.11
H  -2.69  -4.63  -0.92
H  -3.04  -4.34  -3.34
H  -2.33  -2.18  -4.40
H  -1.19  -0.49  -3.00
N  0.95  5.35  -3.41
C  1.05  4.03  -3.24
O  1.98  3.33  -3.59
C  -0.12  3.34  -2.56
C  -1.45  3.47  -2.94
C  -2.38  2.61  -2.37
C  -1.94  1.62  -1.50
N  -0.66  1.50  -1.14
C  0.21  2.37  -1.62
H  1.70  5.85  -3.86
H  0.16  5.87  -3.08
H  -1.75  4.19  -3.68
H  -3.42  2.68  -2.62
H  -2.63  0.90  -1.09
H  1.23  2.32  -1.28
C  3.85  -3.80  -6.78
C  2.91  -2.62  -7.02
N  3.03  -1.57  -6.03
C  3.62  -0.32  -6.45
C  5.12  -0.45  -6.72
C  2.53  -1.84  -4.79
O  1.86  -2.83  -4.58
C  2.77  -0.90  -3.64
C  3.91  -0.16  -3.36
C  3.94  0.60  -2.20
C  2.85  0.59  -1.35
N  1.77  -0.17  -1.57
C  1.75  -0.89  -2.68
H  3.65  -4.56  -7.54
H  3.69  -4.25  -5.81
H  4.88  -3.48  -6.87
H  1.88  -3.01  -6.97
H  3.08  -2.19  -8.01
H  3.42  0.45  -5.70
H  3.13  -0.01  -7.38
H  5.64  -0.86  -5.86
H  5.52  0.53  -6.95
H  5.31  -1.10  -7.57
H  4.77  -0.18  -4.00
H  4.80  1.21  -1.97
H  2.88  1.19  -0.45
H  0.90  -1.54  -2.85

HOMO (spin up / spin down) = -15.22 / -15.22 eV
energy relative to the best compared isomer or geometry (same formula, charge and spin) = 413.0 kJ/mol
E_LUMO (spin up / spin down) = -10.408 / -10.407 eV
orbital gap (spin up / spin down) = 4.8 / 4.8 eV
molecular weight = 831.981 g mol⁻¹
total charge = +3



# 6
ORCA calculation (the ωB97M-V functional and the def2-TZVPD basis) on a molecular structure, C37H37N3P2W.

Element x y z (Å)
W  -1.37  0.64  -1.24
C  -2.57  0.65  -2.91
C  -2.24  -0.70  -2.51
C  -1.19  -1.51  -3.20
C  -0.04  -0.60  -3.67
C  0.25  0.34  -2.51
C  -0.03  1.72  -2.50
C  -0.85  2.39  -3.60
C  -2.03  1.49  -4.04
C  1.52  -0.17  2.75
H  -3.63  0.87  -2.73
H  -3.00  -1.28  -1.97
H  -1.62  -2.09  -4.03
H  -0.73  -2.26  -2.49
H  0.87  -1.18  -3.90
H  -0.28  -0.09  -4.60
H  0.88  -0.05  -1.71
H  0.70  2.34  -2.01
H  -0.22  2.64  -4.46
H  -1.27  3.35  -3.24
H  -2.85  2.15  -4.35
H  -1.79  0.87  -4.90
H  0.86  0.69  2.58
H  2.10  0.02  3.67
H  0.89  -1.06  2.83
P  -0.97  -1.57  0.12
P  2.61  -0.33  1.31
C  0.72  -2.06  0.21
C  1.75  -1.13  0.03
C  -2.12  -2.84  0.66
C  -2.63  -3.75  -0.29
C  -3.61  -4.65  0.10
C  -4.08  -4.65  1.42
C  -3.53  -3.78  2.38
C  -2.57  -2.85  2.00
C  -3.17  1.50  -0.62
C  -2.34  2.63  -0.73
C  -2.60  3.70  0.15
C  -3.80  3.63  0.86
C  -4.60  2.48  0.94
C  -4.31  1.36  0.16
C  4.12  -1.18  1.73
C  4.00  -2.47  2.27
C  5.15  -3.25  2.38
C  6.39  -2.73  1.99
C  6.49  -1.45  1.45
C  5.35  -0.66  1.31
C  2.99  1.33  0.66
C  2.74  2.43  1.50
C  2.86  3.72  0.99
C  3.29  3.91  -0.33
C  3.64  2.81  -1.12
C  3.43  1.51  -0.66
H  0.88  -3.12  0.33
H  2.23  -0.97  -0.96
H  -2.23  -3.75  -1.31
H  -4.00  -5.36  -0.62
H  -4.88  -5.33  1.71
H  -3.86  -3.83  3.41
H  -2.15  -2.13  2.72
H  -1.61  2.78  -1.55
H  -1.90  4.55  0.16
H  -4.16  4.53  1.32
H  -5.44  2.44  1.65
H  -4.85  0.41  0.20
H  3.02  -2.83  2.60
H  5.06  -4.26  2.78
H  7.29  -3.34  2.11
H  7.45  -1.04  1.14
H  5.40  0.35  0.91
H  2.45  2.26  2.54
H  2.63  4.56  1.63
H  3.36  4.92  -0.73
H  4.08  2.97  -2.11
H  3.63  0.66  -1.32
N  -1.11  0.80  1.29
C  -1.62  1.03  2.35
N  -2.26  1.41  3.36
C  -2.38  0.91  4.58
N  -2.59  0.56  5.70

expectation value of S² = 2.01
HOMO (spin up / spin down) = -13.53 / -13.54 eV
energy relative to the best compared isomer or geometry (same formula, charge and spin) = 0.0 kJ/mol
E_LUMO (spin up / spin down) = -7.019 / -8.217 eV
orbital gap (spin up / spin down) = 6.5 / 5.3 eV
molecular weight = 769.512 g mol⁻¹
total charge = +2
spin multiplicity = 3



Question: Among the records above, which one has the lowest molecular weight?
Answer: C37H36N2O6



Question: The lowest molecular weight belongs to which entry?
Answer: C37H36N2O6



Question: total charge of number 1 (C37H36N2O6)?
Answer: 0



Question: Number 1 is which compound?
Answer: C37H36N2O6